(1)
Entry from OMol25: an isolated ion of composition C3H6NO2 and charge +1 in a non-equilibrium geometry (ωB97M-V with the def2-TZVPD basis set).

Results
relative energy (zero: lowest compared OMol25 entry of this formula, charge and spin)	84.64	kJ/mol
SMILES	[NH2+]=C/C(O)=C\O
E	-322.84664	Ha
LUMO	-0.2125	Eh
strongest force on any atom	3.54	eV Å⁻¹
charge	+1
frontier orbital gap	8.14	eV

Cartesian coordinates (Å):
N: -1.7971 0.4389 -0.4423
C: -0.4791 0.1086 -0.5660
C: 0.3600 -0.2743 0.4940
O: -0.2264 -0.4490 1.6934
C: 1.7371 -0.4800 0.2949
O: 2.3281 0.0371 -0.7020
H: -2.1529 0.4130 0.5018
H: -2.4175 0.6968 -1.1779
H: -0.1398 -0.0566 -1.5918
H: 0.4149 -0.1315 2.3132
H: 2.2764 -1.0565 0.9888
H: 1.6331 0.5563 -1.1652


(2)
Entry from OMol25: an isolated ion of composition C3H6NO2S and charge -1 in a non-equilibrium geometry (ωB97M-V with the def2-TZVPD basis set).

Results
relative energy (zero: lowest compared OMol25 entry of this formula, charge and spin)	322.67	kJ/mol
E	-721.28571	Ha
LUMO	0.1488	Eh
strongest force on any atom	9.23	eV Å⁻¹
charge	-1
frontier orbital gap	7.28	eV

Cartesian coordinates (Å):
C: -0.1294 -1.0744 0.4883
C: -0.9229 1.2854 -0.6492
C: 0.1615 0.3226 -0.6063
N: -1.2439 -1.0802 1.1333
O: 1.4262 0.1864 1.6687
O: 2.6754 -0.6267 -0.4090
S: 1.9115 0.5092 0.2427
H: 0.5288 -1.7635 0.2734
H: -1.7946 0.6967 -0.4863
H: -0.8821 1.5690 -1.7678
H: -0.8354 2.1015 0.0036
H: 0.2711 -0.1741 -1.5744
H: -1.1663 -1.9519 1.6829


(3)
Entry from OMol25: a 2-piece molecular cluster, C3H6NO2S overall in a non-equilibrium geometry (ωB97M-V with the def2-TZVPD basis set).

Results
relative energy (zero: lowest compared OMol25 entry of this formula, charge and spin)	468.29	kJ/mol
E	-721.23025	Ha
LUMO	0.1347	Eh
strongest force on any atom	4.36	eV Å⁻¹
charge	-1
frontier orbital gap	6.70	eV

Cartesian coordinates (Å):
C: 0.2615 1.4482 -0.5480
C: -0.4025 1.6622 0.8003
C: -0.9095 -0.5266 -0.4156
N: -0.3792 0.2941 -1.2499
O: -0.3780 0.0432 -2.5059
O: 1.3358 -2.5657 0.8580
S: -0.9857 -0.0225 1.2079
H: -0.0095 2.2928 -1.2413
H: 1.4037 1.4153 -0.6253
H: 0.9080 -1.8258 1.1885
H: -1.4176 2.0746 0.3658
H: -1.4649 -1.3894 -0.7259
H: 1.2459 -2.5836 -0.1397


(4)
Entry from OMol25: a 2-piece molecular cluster, C3H6NO2S overall in a non-equilibrium geometry (ωB97M-V with the def2-TZVPD basis set).

Results
relative energy (zero: lowest compared OMol25 entry of this formula, charge and spin)	488.77	kJ/mol
E	-721.22245	Ha
LUMO	0.1245	Eh
strongest force on any atom	3.28	eV Å⁻¹
charge	-1
frontier orbital gap	5.82	eV

Cartesian coordinates (Å):
C: -0.2263 0.2051 -1.0291
C: 0.4188 1.4363 -0.2970
C: -0.5199 -0.4162 1.1673
N: -1.0760 -0.4598 -0.0205
O: -1.7926 -1.4610 -0.4778
O: 1.2308 -1.3826 1.1548
S: 0.2555 1.2273 1.5628
H: -0.8104 0.4373 -1.9474
H: 0.6273 -0.5359 -1.3109
H: 1.5431 1.2441 -0.5205
H: -0.0219 2.3619 -0.5725
H: -0.9834 -0.9437 1.9938
H: 1.3550 -1.7129 0.2971


(5)
Entry from OMol25: an isolated ion of composition C3H6NO2S and charge -1 in a non-equilibrium geometry (ωB97M-V with the def2-TZVPD basis set).

Results
relative energy (zero: lowest compared OMol25 entry of this formula, charge and spin)	381.25	kJ/mol
SMILES	O=CN([O-])CCS
E	-721.26340	Ha
LUMO	0.1275	Eh
strongest force on any atom	5.30	eV Å⁻¹
charge	-1
frontier orbital gap	6.12	eV

Cartesian coordinates (Å):
O: -0.9750 -2.0408 0.2387
C: -1.5666 -1.1225 -0.3493
N: -1.1010 0.0201 -0.7720
O: -1.8688 0.8853 -1.5071
C: 0.2991 0.3898 -0.6388
C: 0.5981 0.5937 0.8540
S: 1.4127 -0.8783 1.5217
H: -2.7247 -1.5198 -0.8805
H: 0.1113 1.3819 -1.1012
H: 1.0054 -0.1603 -1.1305
H: 1.2388 1.5594 1.0494
H: -0.3837 0.8624 1.3448
H: 0.6342 -1.8034 1.0447


(6)
Entry from OMol25: a 2-piece molecular cluster, C3H6NO2S overall in a non-equilibrium geometry (ωB97M-V with the def2-TZVPD basis set).

Results
relative energy (zero: lowest compared OMol25 entry of this formula, charge and spin)	693.27	kJ/mol
E	-720.80720	Ha
LUMO (spin up / spin down)	-0.2150 / -0.1765	Eh
strongest force on any atom	4.19	eV Å⁻¹
charge	+1
frontier orbital gap (spin up / spin down)	7.13 / 8.58	eV

Cartesian coordinates (Å):
C: -1.3498 -0.1381 1.3438
C: 0.5474 0.3258 -2.2509
C: -0.6537 1.5523 -0.2780
N: -1.0401 0.7922 0.5714
O: 1.4766 -0.8546 0.4787
O: -0.5094 -0.8665 2.0406
S: 1.2986 -1.1177 1.8649
H: -2.2823 -0.5158 1.4682
H: -0.2223 0.4647 -2.9233
H: 0.8119 -0.7443 -1.8843
H: 1.0839 1.1751 -1.7924
H: -0.3584 2.5708 -0.4245
H: 1.1977 -2.6438 1.7857


(7)
Entry from OMol25: C3H6NO3 as an isolated structure in a non-equilibrium geometry (ωB97M-V with the def2-TZVPD basis set).

Results
relative energy (zero: lowest compared OMol25 entry of this formula, charge and spin)	216.88	kJ/mol
E	-398.05826	Ha
LUMO	-0.1386	Eh
strongest force on any atom	3.67	eV Å⁻¹
charge	+1
frontier orbital gap	10.17	eV

Cartesian coordinates (Å):
C: 1.2965 0.2182 0.0959
C: 0.9669 -1.0064 0.5194
C: -0.2354 0.4449 0.0892
N: -1.1079 0.6445 -1.2078
O: -0.4696 -0.9208 0.4507
O: 1.6270 -2.1245 0.5967
O: -0.8326 1.3848 0.8670
H: 2.0463 0.9911 0.1786
H: -2.1214 0.4476 -0.9098
H: -0.8824 -0.0602 -1.9083
H: -1.0547 1.5000 -1.8031
H: 1.2463 -2.7260 1.1882
H: -0.4789 1.2068 1.8434


(8)
Entry from OMol25: C3H6NO4 as an isolated structure in a non-equilibrium geometry (ωB97M-V with the def2-TZVPD basis set).

Results
relative energy (zero: lowest compared OMol25 entry of this formula, charge and spin)	718.05	kJ/mol
E	-473.50136	Ha
LUMO	0.1471	Eh
strongest force on any atom	4.06	eV Å⁻¹
charge	-1
frontier orbital gap	8.43	eV

Cartesian coordinates (Å):
C: -1.6819 -0.3446 -0.1440
C: 1.1207 0.8772 0.7392
C: -0.5796 0.4747 -0.9367
N: 0.8621 0.4399 -0.6852
O: -1.3800 -1.4869 0.2884
O: -2.7682 0.2887 -0.0687
O: 1.1532 -1.8331 0.4491
O: 1.4582 -1.2958 -0.7502
H: 0.3299 0.4542 1.3477
H: 2.0346 0.5154 1.1878
H: 1.0153 1.9601 0.7738
H: -0.8003 1.5959 -0.7429
H: -0.8264 0.0748 -2.0321
H: 0.0625 -1.7203 0.5738


(9)
Entry from OMol25: a 2-piece molecular cluster, C3H6NO4 overall in a non-equilibrium geometry (ωB97M-V with the def2-TZVPD basis set).

Results
⟨S²⟩	0.75
relative energy (zero: lowest compared OMol25 entry of this formula, charge and spin)	110.10	kJ/mol
2S+1	2
E	-473.53953	Ha
LUMO (spin up / spin down)	0.0140 / -0.1494	Eh
strongest force on any atom	3.83	eV Å⁻¹
frontier orbital gap (spin up / spin down)	10.80 / 6.35	eV

Cartesian coordinates (Å):
C: -0.6410 1.8635 1.5132
N: -0.2312 0.8012 0.6559
C: 0.9792 -0.0317 0.8979
C: 1.3209 -0.5612 -0.5021
O: 2.0707 -1.5920 -0.5384
O: 0.7241 -0.1453 -1.4450
O: -0.2248 2.0934 2.6738
H: -1.5404 2.3581 1.2032
H: -0.5752 0.8997 -0.3602
H: 1.8996 0.4776 1.2782
H: 0.6458 -0.7978 1.5726
H: -1.9921 -2.1264 -1.6987
H: -0.8530 -1.2655 -2.6512
O: -1.5824 -1.9736 -2.5993


(10)
Entry from OMol25: one molecule with the formula C3H6NOP in a non-equilibrium geometry (ωB97M-V with the def2-TZVPD basis set).

Results
relative energy (zero: lowest compared OMol25 entry of this formula, charge and spin)	174.78	kJ/mol
SMILES	[O-][N+]1=PCCC1
E	-589.17963	Ha
LUMO	-0.0044	Eh
strongest force on any atom	1.14	eV Å⁻¹
frontier orbital gap	8.18	eV

Cartesian coordinates (Å):
O: -3.1782 0.7566 0.2070
N: -1.9601 0.5524 0.4585
P: -1.2299 0.9601 1.8531
C: 0.3934 0.2489 1.2558
C: 0.2934 0.2364 -0.2676
C: -1.1492 -0.1199 -0.5723
H: 0.5067 -0.7627 1.6555
H: 1.2334 0.8410 1.6161
H: 0.9870 -0.4762 -0.7128
H: 0.5186 1.2303 -0.6603
H: -1.4967 0.2151 -1.5508
H: -1.3289 -1.1968 -0.4890


(11)
Entry from OMol25: one molecule with the formula C3H6NOPS2 in a non-equilibrium geometry (ωB97M-V with the def2-TZVPD basis set).

Results
relative energy (zero: lowest compared OMol25 entry of this formula, charge and spin)	1.35	kJ/mol
SMILES	CO[P@](=S)(C#N)SC
E	-1385.58348	Ha
LUMO	-0.0389	Eh
strongest force on any atom	4.02	eV Å⁻¹
frontier orbital gap	7.72	eV

Cartesian coordinates (Å):
C: -0.7735 1.9554 0.8918
O: -0.1479 0.9699 0.0731
P: -0.8945 -0.4015 -0.2746
S: -3.3742 -0.0400 -0.5162
C: -0.4463 -1.4895 1.0691
N: -0.2553 -2.2295 1.9218
S: 0.1743 -1.1361 -1.8869
C: 1.8754 -1.0680 -1.2167
H: -1.8617 1.8761 0.8208
H: -0.4539 2.9287 0.5219
H: -0.4557 1.8320 1.9292
H: 2.2069 -0.0333 -1.1569
H: 2.4874 -1.6104 -1.9295
H: 1.9190 -1.5539 -0.2469


(12)
Entry from OMol25: C3H6NOS2 as an isolated structure in a non-equilibrium geometry (ωB97M-V with the def2-TZVPD basis set).

Results
relative energy (zero: lowest compared OMol25 entry of this formula, charge and spin)	343.32	kJ/mol
E	-1043.85347	Ha
LUMO (spin up / spin down)	-0.2286 / -0.2287	Eh
strongest force on any atom	3.31	eV Å⁻¹
charge	+1
frontier orbital gap (spin up / spin down)	7.60 / 7.60	eV

Cartesian coordinates (Å):
C: -2.8162 -0.8184 0.1613
C: -1.3531 -0.9830 0.0865
C: 2.4090 1.1661 0.0883
N: -3.3285 0.4459 -0.4697
O: -2.4647 1.2954 -0.4030
S: -0.4464 0.4007 0.0577
S: 1.4829 -0.2223 -0.4691
H: -3.5494 -1.6339 -0.0250
H: -3.1586 -0.5051 1.2721
H: -0.9491 -1.9554 -0.2887
H: 2.3703 1.9390 -0.7341
H: 3.4924 0.7729 0.3381
H: 1.9961 1.4639 1.0164


(13)
Entry from OMol25: an isolated ion of composition C3H6NOS2 and charge +1 in a non-equilibrium geometry (ωB97M-V with the def2-TZVPD basis set).

Results
relative energy (zero: lowest compared OMol25 entry of this formula, charge and spin)	438.78	kJ/mol
SMILES	CSS[C@H]1C[N+]1=O
E	-1043.81711	Ha
LUMO	-0.2682	Eh
strongest force on any atom	3.69	eV Å⁻¹
charge	+1
frontier orbital gap	5.68	eV

Cartesian coordinates (Å):
C: 2.9171 -0.9013 -0.3189
S: 1.7958 0.4263 0.1875
S: 0.1637 0.5928 -1.0631
C: -1.0221 0.8488 0.2203
C: -2.6474 0.7448 -0.0783
N: -1.8406 -0.2572 0.5622
O: -1.8265 -1.4349 0.8462
H: 3.4141 -0.8968 -1.2606
H: 2.5342 -1.8152 -0.1361
H: 3.8102 -0.7321 0.3989
H: -0.8339 1.5426 0.9813
H: -3.2966 1.2391 0.7085
H: -3.1680 0.6431 -1.0480


(14)
Entry from OMol25: a 2-piece molecular cluster, C3H6NP overall in a non-equilibrium geometry (ωB97M-V with the def2-TZVPD basis set).

Results
relative energy (zero: lowest compared OMol25 entry of this formula, charge and spin)	313.37	kJ/mol
SMILES	C=[PH]=C.C#N
E	-513.85035	Ha
LUMO	0.0245	Eh
strongest force on any atom	5.33	eV Å⁻¹
frontier orbital gap	8.34	eV

Cartesian coordinates (Å):
C: 1.7899 0.5322 -1.4241
P: 0.8384 1.1866 -0.1896
C: 0.0403 0.2927 0.9899
H: 1.7948 -0.5919 -1.5193
H: 1.8929 1.1440 -2.3191
H: 0.5908 2.5018 -0.3049
H: -0.1821 0.7003 1.9461
H: 0.5364 -0.5774 1.0051
C: -2.3705 -1.6722 0.6374
N: -2.9617 -0.8285 0.1856
H: -1.9692 -2.6876 0.9930


(15)
Entry from OMol25: an isolated ion of composition C3H6NS and charge +1 in a non-equilibrium geometry (ωB97M-V with the def2-TZVPD basis set).

Results
relative energy (zero: lowest compared OMol25 entry of this formula, charge and spin)	54.32	kJ/mol
E	-570.49729	Ha
LUMO	-0.1879	Eh
strongest force on any atom	3.57	eV Å⁻¹
charge	+1
frontier orbital gap	8.54	eV

Cartesian coordinates (Å):
C: -1.9803 -0.3872 -0.0126
C: 1.1999 0.0483 0.1079
C: -3.1294 0.1562 0.2376
N: 2.2080 -0.7802 0.1323
S: -0.5930 -1.1549 -0.2433
H: 0.9972 0.5304 1.0259
H: 1.0564 0.4935 -0.8538
H: -3.8673 0.5848 -0.4058
H: -3.3373 0.2765 1.4160
H: 2.5889 -1.1844 -0.7525
H: 2.8452 -0.9469 0.9387


(16)
Entry from OMol25: C3H6O as an isolated structure in a non-equilibrium geometry (ωB97M-V with the def2-TZVPD basis set).

Results
relative energy (zero: lowest compared OMol25 entry of this formula, charge and spin)	240.43	kJ/mol
E	-193.05163	Ha
LUMO	0.0426	Eh
strongest force on any atom	3.58	eV Å⁻¹
frontier orbital gap	11.01	eV

Cartesian coordinates (Å):
C: -0.8194 -0.2519 -0.0400
C: 0.5842 -0.5695 -0.6187
C: 0.0706 0.8943 0.6448
H: -1.5363 0.0653 -0.9422
H: -1.3501 -1.0172 0.6323
H: 1.2182 -1.3630 0.0148
H: 0.7398 -0.9643 -1.7523
H: -0.4090 1.9290 0.8791
H: 0.5067 0.4630 1.6787
O: 0.9952 0.8142 -0.4965


(17)
Entry from OMol25: one molecule with the formula C3H6O in a non-equilibrium geometry (ωB97M-V with the def2-TZVPD basis set).

Results
relative energy (zero: lowest compared OMol25 entry of this formula, charge and spin)	379.57	kJ/mol
SMILES	C[C@H]1CO1
E	-192.99863	Ha
LUMO	0.0435	Eh
strongest force on any atom	2.64	eV Å⁻¹
frontier orbital gap	11.00	eV

Cartesian coordinates (Å):
C: -1.2266 0.2636 0.0608
C: 0.0951 -0.3840 -0.2230
C: 1.3450 0.3875 -0.2605
O: 0.9041 -0.7449 0.8806
H: -1.8725 -0.4320 0.6037
H: -1.7177 0.5414 -0.8782
H: -1.0837 1.1693 0.6575
H: 0.0571 -1.2671 -0.8611
H: 2.1121 -0.0570 -0.9140
H: 1.3871 0.5232 0.9344


(18)
Entry from OMol25: one molecule with the formula C3H6O in a non-equilibrium geometry (ωB97M-V with the def2-TZVPD basis set).

Results
relative energy (zero: lowest compared OMol25 entry of this formula, charge and spin)	106.00	kJ/mol
SMILES	C=CCO
E	-193.10283	Ha
LUMO	0.0329	Eh
strongest force on any atom	1.56	eV Å⁻¹
frontier orbital gap	10.46	eV

Cartesian coordinates (Å):
C: 1.4100 -0.6461 0.0041
C: 0.6994 0.4782 -0.0550
C: -0.8149 0.5044 0.0045
O: -1.2866 -0.8253 -0.0794
H: 2.5190 -0.6680 -0.0980
H: 0.9500 -1.6299 0.0946
H: 1.1653 1.4674 -0.1029
H: -1.2324 1.1471 -0.8109
H: -1.1460 0.9654 0.9858
H: -2.2639 -0.7933 0.0572


(19)
Entry from OMol25: C3H6O as an isolated structure in a non-equilibrium geometry (ωB97M-V with the def2-TZVPD basis set).

Results
relative energy (zero: lowest compared OMol25 entry of this formula, charge and spin)	211.05	kJ/mol
E	-193.06282	Ha
LUMO	0.0246	Eh
strongest force on any atom	3.86	eV Å⁻¹
frontier orbital gap	10.14	eV

Cartesian coordinates (Å):
C: -1.1710 -0.0142 0.5641
C: -0.1031 0.5550 -0.2302
O: -0.2212 1.6244 -0.8085
C: 1.1463 -0.2639 -0.2656
H: -1.7777 0.7871 1.0526
H: -1.1194 -0.5618 -0.6823
H: -1.0616 -0.8667 1.2346
H: 1.4478 -0.4217 -1.2913
H: 1.8369 0.4252 0.2177
H: 1.1487 -1.2138 0.2847


(20)
Entry from OMol25: one molecule with the formula C3H6O in a non-equilibrium geometry (ωB97M-V with the def2-TZVPD basis set).

Results
relative energy (zero: lowest compared OMol25 entry of this formula, charge and spin)	294.39	kJ/mol
SMILES	C[C@H]1CO1
E	-193.03108	Ha
LUMO	0.0394	Eh
strongest force on any atom	3.34	eV Å⁻¹
frontier orbital gap	11.04	eV

Cartesian coordinates (Å):
C: -1.5928 -0.1042 -0.1164
C: -0.1863 -0.0402 0.3944
C: 1.2414 -0.5722 -0.1124
O: 0.8102 0.8322 -0.1787
H: -1.8790 -0.3740 -1.1360
H: -1.9536 0.9551 0.0072
H: -2.4181 -0.7995 0.3081
H: -0.3467 -0.0983 1.4559
H: 1.1287 -1.4206 -0.8250
H: 2.2137 -0.6209 0.6253